No. 1
Computed, not measured: a molecular structure, C17H24B4Ca2F16O15, with the ωB97M-V functional and the def2-TZVPD basis.

Its gap between HOMO and LUMO is 8.26 eV. Its LUMO energy is -1.91 eV. The HOMO energy is -10.2 eV.

Structure (ORCA input):
```
! wB97M-V def2-TZVPD RIJCOSX def2/J DEFGRID3
* xyz 0 1
Ca -0.6214 -3.7074 0.5201
Ca 2.4729 -1.2876 -2.9136
B 0.9995 -4.6608 2.7950
F 0.8466 -5.3938 3.9685
F 0.6749 -5.4907 1.7360
F 0.0756 -3.6465 2.7605
F 2.2581 -4.1749 2.5304
B 0.6970 -3.9692 -1.9470
F 1.5273 -3.0774 -2.5432
F 1.1525 -4.1839 -0.7054
F -0.5625 -3.3653 -1.8691
F 0.6877 -5.0817 -2.7612
B 4.0588 0.9481 -2.0387
F 5.3050 0.6500 -2.5110
F 3.9998 2.2278 -1.5528
F 3.1362 0.8718 -3.0768
F 3.6335 -0.0286 -1.1152
B 0.1729 -1.0756 -0.1187
F 0.7745 -0.9170 -1.2961
F -1.0732 -1.5215 -0.1960
F 0.8982 -1.9926 0.6198
F 0.2579 0.0879 0.6587
C -0.0282 4.2860 -1.0941
C 1.2244 3.5698 -0.5949
O 1.7074 4.5276 0.3622
C 0.9814 5.6647 0.2700
O 1.2333 6.7003 0.8782
O 0.0789 5.6044 -0.6355
H -0.8744 3.8226 -0.5866
H -0.1479 4.1087 -2.1629
H 1.8957 3.5199 -1.4522
H 1.1379 2.6287 -0.0518
C -0.8897 2.4998 -5.7622
C -1.8395 2.6232 -4.6306
O -1.4977 1.4425 -3.8651
C -0.2370 0.9149 -4.2673
O 0.3621 -0.0622 -3.7740
O 0.1701 1.7395 -5.2701
H -0.4737 3.5056 -5.8201
H -1.1919 2.0876 -6.7249
H -2.8705 2.4973 -4.9611
H -1.7673 3.5613 -4.0803
C -4.0598 -1.0816 -1.3195
C -3.8940 -2.2958 -2.2334
O -4.9977 -2.1923 -3.0627
C -5.4162 -0.8827 -3.1186
O -6.2828 -0.4817 -3.8016
O -4.7897 -0.1878 -2.2135
H -3.0866 -0.7574 -0.9507
H -4.7205 -1.2582 -0.4708
H -3.8664 -3.2622 -1.7301
H -3.0408 -2.2442 -2.9098
C -3.3424 -0.3956 2.9012
C -1.8894 -0.1937 3.4057
C -1.8296 0.4322 4.8527
O -1.6179 -0.6463 5.7280
C -1.2494 -1.7024 5.0191
O -0.7695 -2.7686 5.5351
O -1.3160 -1.4584 3.7452
H -3.7971 0.5776 2.7162
H -3.8992 -0.9075 3.6860
H -3.3960 -0.9545 1.9670
H -1.1264 0.2873 2.7937
H -2.7599 0.9669 5.0442
H -0.9953 1.1336 4.8401
C 2.7684 -0.9595 3.2223
C 3.4435 -0.1369 2.1551
C 2.7683 1.1640 1.7931
O 3.6176 2.0837 2.4657
C 4.8442 1.4746 2.7538
O 5.8800 2.0160 3.1811
O 4.7345 0.1633 2.6547
H 2.8507 -0.5662 4.2356
H 3.1508 -1.9800 3.2417
H 1.7045 -1.0044 2.9895
H 3.5162 -0.8410 1.3262
H 1.7318 1.1623 2.1303
H 2.7876 1.2443 0.7063
*
```



No. 2
Computed, not measured: a molecular structure, C17H24BaN2O10S2, with the ωB97M-V functional and the def2-TZVPD basis.

The energy relative to the best compared isomer or geometry (same formula, charge and spin) comes out at 429.2 kJ/mol. Its gap between HOMO and LUMO is 8.22 eV. Its LUMO energy is 0.04 eV. The HOMO energy is -8.2 eV.

Structure (ORCA input):
```
! wB97M-V def2-TZVPD RIJCOSX def2/J DEFGRID3
* xyz 0 1
Ba -0.2080 -2.0221 1.4850
C 0.2526 -3.2136 -1.4682
C 1.1830 -2.0192 -1.2882
O 1.5915 -2.0705 0.0704
C 2.8222 -1.4286 0.3552
C 3.1060 -1.7363 1.8203
O 1.9977 -1.4287 2.6543
C 1.9508 -0.1137 3.1916
C 0.9613 0.7481 2.4217
O -0.2774 0.0615 2.4537
C -1.2786 0.7343 1.7079
C -2.5341 -0.1230 1.6538
O -2.3155 -1.3766 1.0201
C -2.2927 -1.3043 -0.3965
C -2.0548 -2.7010 -0.9359
O -0.7988 -3.2096 -0.5134
H 0.8327 -4.1155 -1.2583
H -0.1291 -3.2551 -2.4907
H 0.6830 -1.0700 -1.5044
H 2.0443 -2.1263 -1.9558
H 2.7439 -0.3551 0.1663
H 3.6268 -1.8351 -0.2697
H 4.0067 -1.2102 2.1474
H 3.2419 -2.8149 1.9288
H 2.9406 0.3493 3.1842
H 1.5980 -0.2210 4.2208
H 1.2936 0.8844 1.3845
H 0.8748 1.7346 2.8917
H -0.9173 0.9268 0.7011
H -1.5256 1.6988 2.1652
H -3.3050 0.4471 1.1337
H -2.8481 -0.3555 2.6731
H -1.5058 -0.6356 -0.7475
H -3.2329 -0.9043 -0.7832
H -2.1322 -2.6840 -2.0248
H -2.8146 -3.3698 -0.5231
O 0.3079 -4.0617 2.2513
N -0.4821 -3.9653 3.2187
O -0.7773 -4.9273 3.8962
O -0.9558 -2.8307 3.4430
O -2.5490 1.6876 -0.9244
S -1.5215 1.5510 -1.9331
O -1.8446 0.6710 -3.0281
N -0.0887 1.0763 -1.2468
C 0.8404 2.0079 -1.4555
S 2.4116 1.9174 -0.9019
C 0.3621 3.2228 -2.1640
C 1.0818 4.3726 -2.4467
C 0.4011 5.4543 -2.9872
C -0.9645 5.3876 -3.2421
C -1.6774 4.2198 -2.9995
C -0.9844 3.1537 -2.4701
H 2.1403 4.4065 -2.2291
H 0.9389 6.3660 -3.2116
H -1.4845 6.2542 -3.6265
H -2.7349 4.1509 -3.2134
*
```



No. 3
Computed, not measured: a molecular structure, C17H24BrN3OTi, with the ωB97M-V functional and the def2-TZVPD basis.

The energy relative to the best compared isomer or geometry (same formula, charge and spin) comes out at 0.0 kJ/mol. Its gap between HOMO and LUMO is 7.82 eV. Its LUMO energy is -7.55 eV. The HOMO energy is -15.4 eV.

Structure (ORCA input):
```
! wB97M-V def2-TZVPD RIJCOSX def2/J DEFGRID3
* xyz 2 1
Ti -1.3489 -0.7520 0.8997
C -2.8719 0.7106 2.2158
C -3.1409 -0.5650 2.7056
C -3.5897 -1.5758 1.8345
C -3.7800 -1.2939 0.4883
C -3.5140 -0.0064 -0.0087
C -3.0606 0.9903 0.8541
H -2.5584 1.4883 2.8959
H -3.0303 -0.7721 3.7576
H -3.8225 -2.5558 2.2235
H -4.1653 -2.0554 -0.1730
H -3.7134 0.2225 -1.0449
H -2.9191 1.9961 0.4828
O 0.6553 -5.0403 -2.0634
C 0.0318 -3.9198 -1.7169
C -0.5322 -3.0379 -2.6713
C -1.1458 -1.8896 -2.2586
N -1.2104 -1.6431 -0.9331
C -0.6929 -2.4598 -0.0459
Br -0.1450 -1.5322 2.8725
C -0.0384 -3.6246 -0.3602
H 0.6509 -5.1931 -3.0175
H -0.4774 -3.2641 -3.7303
H -1.5743 -1.1791 -2.9528
H 0.3919 -4.2910 0.3735
C 0.9906 3.6740 0.9890
C 1.0746 3.0731 -0.4124
N 1.8003 1.7835 -0.4781
C 3.1856 1.8549 -1.0081
C 4.1947 2.3364 0.0226
C 1.2692 0.6598 -0.0482
C 2.0745 -0.5978 -0.0278
N -0.0119 0.6252 0.3788
H 0.4638 4.6282 0.9427
H 1.9870 3.8601 1.3869
H 0.4714 3.0335 1.7030
H 1.6122 3.7558 -1.0620
H 0.0912 2.9483 -0.8701
H 3.1442 2.5422 -1.8494
H 3.4571 0.8895 -1.4157
H 4.0310 3.3837 0.2842
H 5.2018 2.2527 -0.3888
H 4.1492 1.7421 0.9396
H 3.0876 -0.4034 0.3116
H 2.1275 -1.0314 -1.0282
H 1.6202 -1.3151 0.6468
H -0.4204 1.5479 0.3562
*
```



No. 4
Computed, not measured: a molecular structure, C17H24Cl5HgN3OV, with the ωB97M-V functional and the def2-TZVPD basis.

Its gap between HOMO and LUMO (alpha / beta) is 5.78 / 4.39 eV. Its LUMO energy (alpha / beta) is -9.15 / -10.53 eV. The HOMO energy (alpha / beta) is -14.9 / -14.9 eV.

Structure (ORCA input):
```
! wB97M-V def2-TZVPD RIJCOSX def2/J DEFGRID3
* xyz 2 2
N -1.9173 -0.5431 0.4618
C -3.0135 -0.9030 0.9055
O -4.0959 -0.8175 1.4257
Hg -2.6930 1.7110 2.0503
V -0.0426 0.0116 0.2832
N 0.2021 1.6807 -0.4784
N 0.7474 -1.4043 -0.5729
C -0.4214 2.5259 -1.5830
C 0.1384 -2.4306 -1.5080
C -0.1404 4.0266 -1.4343
C 0.1157 2.0565 -2.9342
C -1.9223 2.3267 -1.5651
C -0.5589 -3.5037 -0.6803
C 1.1549 -3.1074 -2.4336
C -0.8872 -1.7264 -2.3675
H -0.4554 4.3895 -0.4529
H -0.6957 4.6104 -2.1848
H 0.9146 4.2795 -1.5659
H 1.2073 2.1320 -2.9920
H -0.2945 2.6449 -3.7669
H -0.1484 1.0121 -3.1177
H -2.1967 1.2701 -1.5995
H -2.4030 2.8195 -2.4163
H -2.3701 2.7550 -0.6567
H 0.1278 -3.9872 0.0148
H -0.9928 -4.2980 -1.3028
H -1.3685 -3.0717 -0.0905
H 1.8765 -3.7410 -1.9106
H 1.7116 -2.3737 -3.0178
H 0.6450 -3.7589 -3.1593
H -1.4310 -2.4355 -3.0001
H -0.4032 -1.0092 -3.0318
H -1.6223 -1.1925 -1.7576
C 1.5863 2.0772 -0.2032
H 2.0115 1.3615 0.5078
H 2.2304 2.0701 -1.0963
H 1.7088 3.0741 0.2507
C 2.1180 -1.7506 -0.1747
H 2.4582 -1.0564 0.5976
H 2.2241 -2.7683 0.2449
H 2.8543 -1.6948 -0.9944
Cl 0.1394 -2.7833 2.4330
C 0.2744 -1.2918 3.2939
C 0.2257 -0.0832 2.6030
C 0.2653 1.0895 3.3552
Cl 0.0807 2.6529 2.5474
C 0.4257 1.0878 4.7523
Cl 0.4777 2.5622 5.6087
C 0.5056 -0.1404 5.4225
Cl 0.6987 -0.1723 7.1005
C 0.4271 -1.3390 4.6963
Cl 0.5210 -2.8432 5.4944
*
```



Which energy belongs to each record? In order, -4844.418872; -2345.752079; -4324.723662; -4299.348410 hartree.
Which F_max belongs to each record? In order, 0.13787; 0.08402; 0.04613; 0.07441 hartree/bohr.